## a
Here is a cluster of 2 separate species, C4H4N2S2 in total from the Open Molecules 2025 dataset. Energies are from ωB97M-V/def2-TZVPD.

Values from the calculation:
Molecular weight ... 144.22 g mol⁻¹
Frontier orbital gap (alpha / beta) ... 6.0 / 5.9 eV
Total charge ... 0
E_HOMO (alpha / beta) ... -8.63 / -8.61 eV

Positions of all 12 atoms, in Å:
C (1.120, -0.404, 0.199)
C (1.751, 0.832, 0.141)
C (-0.234, -0.136, -0.071)
C (-1.281, -1.061, -0.105)
N (0.882, 1.795, -0.150)
N (-0.288, 1.222, -0.267)
S (-5.557, 0.566, 0.164)
S (-2.868, -0.575, -0.280)
H (1.543, -1.361, 0.414)
H (2.782, 1.075, 0.300)
H (-1.108, 1.766, -0.499)
H (-3.419, -1.796, -0.178)

=====

## b
Here is an isolated molecule of C4H4N2S2 from the Open Molecules 2025 dataset. Energies are from ωB97M-V/def2-TZVPD.

Values from the calculation:
Molecular weight ... 144.22 g mol⁻¹
Frontier orbital gap ... 9.7 eV
SMILES string ... N#CN=C1SCCS1
Total charge ... 0
E_HOMO ... -9.70 eV

Positions of all 12 atoms, in Å:
N (3.991, 0.044, -0.027)
C (3.046, -0.617, -0.076)
N (1.874, -1.398, -0.019)
C (0.779, -0.756, -0.244)
S (0.564, 1.093, -0.488)
C (-1.009, 0.996, 0.507)
C (-1.683, -0.198, -0.333)
S (-0.677, -1.688, -0.161)
H (-1.500, 2.013, 0.549)
H (-0.859, 0.813, 1.614)
H (-1.868, 0.221, -1.394)
H (-2.659, -0.523, 0.071)

=====

## c
Here is an isolated molecule of C4H4N2S2 from the Open Molecules 2025 dataset. Energies are from ωB97M-V/def2-TZVPD.

Values from the calculation:
Molecular weight ... 144.22 g mol⁻¹
Frontier orbital gap ... 8.7 eV
SMILES string ... c1cscnncs1
Total charge ... 0
E_HOMO ... -8.51 eV

Positions of all 12 atoms, in Å:
C (1.238, 1.399, 0.181)
C (-0.099, 1.552, 0.278)
S (-1.702, 0.901, -0.403)
C (-1.760, -0.849, -0.157)
N (-0.968, -1.763, 0.210)
N (0.193, -1.228, 0.598)
C (1.043, -1.289, -0.322)
S (2.251, -0.038, -0.319)
H (1.976, 2.202, 0.426)
H (-0.391, 2.455, 0.950)
H (-2.713, -1.336, -0.194)
H (0.930, -2.006, -1.248)

=====

Relative energies, kJ/mol: a 412.8; b 0.0; c 236.7.

=====

## a
Here is a cluster of 2 separate species, C2H5NO2S in total from the Open Molecules 2025 dataset. Energies are from ωB97M-V/def2-TZVPD.

Values from the calculation:
Molecular weight ... 107.13 g mol⁻¹
Frontier orbital gap (alpha / beta) ... 8.9 / 8.9 eV
Total charge ... 0
E_HOMO (alpha / beta) ... -8.74 / -8.74 eV

Positions of all 11 atoms, in Å:
C (0.324, -1.117, 0.476)
C (-0.970, -0.494, 0.393)
N (-0.658, 1.200, -0.652)
O (-1.982, 1.802, -0.481)
O (-2.071, -0.832, 0.486)
S (0.399, 2.122, 0.197)
H (0.823, -1.092, -0.575)
H (0.939, -0.575, 1.283)
H (0.283, -2.180, 0.799)
H (-2.510, 1.141, -0.123)
H (1.066, 2.956, -0.701)

=====

## b
Here is an isolated molecule of C2H5NO2S from the Open Molecules 2025 dataset. Energies are from ωB97M-V/def2-TZVPD.

Values from the calculation:
Molecular weight ... 107.13 g mol⁻¹
Frontier orbital gap ... 10.2 eV
SMILES string ... C[C@H](S)[N+](=O)[O-]
Total charge ... 0
E_HOMO ... -9.73 eV

Positions of all 11 atoms, in Å:
C (-0.840, -0.818, 0.747)
C (-0.215, 0.505, -0.355)
S (-0.123, 0.063, -2.074)
N (1.154, 0.894, 0.204)
O (2.120, 0.300, -0.123)
O (1.107, 1.833, 0.923)
H (-0.728, -0.507, 1.725)
H (-0.360, -1.684, 0.260)
H (-1.846, -0.852, 0.628)
H (-0.974, 1.265, 0.032)
H (0.704, -0.998, -1.967)

=====

Relative energies, kJ/mol: a 0.0; b 8.0.

=====

## a
Here is a cluster of 2 separate species, C2H5NO2S in total from the Open Molecules 2025 dataset. Energies are from ωB97M-V/def2-TZVPD.

Values from the calculation:
Molecular weight ... 107.13 g mol⁻¹
Frontier orbital gap ... 9.1 eV
SMILES string ... C=CS.O=NO
Total charge ... 0
E_HOMO ... -9.14 eV

Positions of all 11 atoms, in Å:
C (0.250, -1.135, 0.635)
C (0.142, -0.762, -0.654)
S (1.295, -1.144, -2.027)
H (1.089, -1.589, 1.045)
H (-0.643, -1.061, 1.245)
H (-0.669, -0.096, -1.122)
H (2.235, -1.494, -1.128)
O (-1.817, 2.613, -0.438)
N (-1.163, 1.699, -0.070)
O (-0.630, 1.877, 1.244)
H (-0.089, 1.091, 1.271)

=====

## b
Here is a cluster of 2 separate species, C2H5NO2S in total from the Open Molecules 2025 dataset. Energies are from ωB97M-V/def2-TZVPD.

Values from the calculation:
Molecular weight ... 107.13 g mol⁻¹
Frontier orbital gap ... 9.0 eV
Total charge ... 0
E_HOMO ... -9.41 eV

Positions of all 11 atoms, in Å:
C (-1.189, -0.617, 0.367)
C (-1.308, 0.561, 0.893)
N (1.043, -0.405, -0.709)
O (3.007, 0.386, 0.660)
O (1.216, 0.581, -1.684)
S (2.002, -0.634, 0.512)
H (-0.897, -1.520, 0.860)
H (-1.759, -0.797, -0.674)
H (-1.735, 1.341, 0.200)
H (-0.750, 0.653, 1.822)
H (0.369, 0.452, -2.248)

=====

Relative energies, kJ/mol: a 0.0; b 59.3.

=====

## a
Here is a cluster of 3 separate species, C2H11NO2S2 in total from the Open Molecules 2025 dataset. Energies are from ωB97M-V/def2-TZVPD.

Values from the calculation:
Molecular weight ... 145.25 g mol⁻¹
Frontier orbital gap ... 9.3 eV
SMILES string ... NCCSS.O.O
Total charge ... 0
E_HOMO ... -8.83 eV

Positions of all 18 atoms, in Å:
N (-0.930, -1.972, 0.534)
C (-0.789, -0.904, 1.630)
C (-0.408, 0.309, 0.726)
S (-0.463, 1.738, 1.837)
S (-0.359, 3.290, 0.604)
H (-1.641, -2.524, 0.690)
H (-0.071, -2.434, 0.362)
H (-1.620, -0.757, 2.306)
H (-0.046, -1.334, 2.238)
H (0.363, 0.169, -0.004)
H (-1.350, 0.355, 0.110)
H (-1.599, 3.392, 0.198)
O (2.527, -0.158, -0.771)
H (2.614, -1.050, -0.540)
H (1.673, -0.028, -1.188)
O (0.652, 0.429, -2.619)
H (1.303, 0.280, -3.270)
H (0.146, 1.200, -2.844)

=====

## b
Here is a cluster of 3 separate species, C2H11NO2S2 in total from the Open Molecules 2025 dataset. Energies are from ωB97M-V/def2-TZVPD.

Values from the calculation:
Molecular weight ... 145.25 g mol⁻¹
Frontier orbital gap ... 8.8 eV
SMILES string ... NCCSS.O.O
Total charge ... 0
E_HOMO ... -8.64 eV

Positions of all 18 atoms, in Å:
N (-1.756, -0.123, 2.035)
C (-1.837, -1.364, 0.999)
C (-0.493, -1.823, 0.371)
S (-0.522, -2.070, -1.606)
S (-1.537, -0.381, -2.485)
H (-2.766, 0.135, 2.199)
H (-1.453, 0.639, 1.448)
H (-2.216, -2.123, 1.655)
H (-2.492, -0.989, 0.171)
H (0.463, -1.264, 0.666)
H (-0.372, -2.922, 0.601)
H (-1.223, 0.482, -1.393)
O (3.293, 2.942, 0.477)
H (2.835, 2.312, -0.016)
H (3.875, 2.395, 1.083)
O (1.921, 1.534, -1.727)
H (2.419, 1.984, -2.446)
H (1.861, 0.636, -2.033)

=====

## c
Here is a cluster of 3 separate species, C2H11NO2S2 in total from the Open Molecules 2025 dataset. Energies are from ωB97M-V/def2-TZVPD.

Values from the calculation:
Molecular weight ... 145.25 g mol⁻¹
Frontier orbital gap ... 9.3 eV
SMILES string ... NCCSS.O.O
Total charge ... 0
E_HOMO ... -9.02 eV

Positions of all 18 atoms, in Å:
N (0.761, 1.803, 1.362)
C (0.486, 0.341, 1.807)
C (0.687, -0.542, 0.631)
S (0.430, -2.309, 1.091)
S (0.358, -3.210, -0.702)
H (0.538, 2.410, 2.114)
H (-0.047, 1.934, 0.671)
H (1.213, 0.313, 2.560)
H (-0.497, 0.450, 2.112)
H (0.016, -0.106, -0.223)
H (1.708, -0.306, 0.241)
H (1.516, -3.308, -1.119)
O (-1.387, 1.455, -0.468)
H (-2.278, 1.306, -0.199)
H (-1.266, 1.043, -1.425)
O (-0.913, -0.099, -2.789)
H (-1.290, -0.904, -2.472)
H (-0.034, -0.270, -3.190)

=====

Relative energies, kJ/mol: a 10.9; b 33.1; c 0.0.

=====

## a
Here is a cluster of 3 separate species, C6H16O2 in total from the Open Molecules 2025 dataset. Energies are from ωB97M-V/def2-TZVPD.

Values from the calculation:
Molecular weight ... 120.19 g mol⁻¹
Frontier orbital gap ... 10.2 eV
SMILES string ... C=C(CC)CC.O.O
Total charge ... 0
E_HOMO ... -9.51 eV

Positions of all 24 atoms, in Å:
C (-0.143, 0.986, 1.417)
C (-0.167, 0.701, 0.128)
C (-0.336, -0.681, -0.502)
C (-0.624, -1.873, 0.406)
C (0.239, 1.642, -0.974)
C (1.745, 1.496, -1.286)
H (-0.319, 0.299, 2.236)
H (0.039, 1.991, 1.774)
H (0.622, -0.823, -1.010)
H (-1.099, -0.624, -1.287)
H (0.313, -2.377, 0.633)
H (-1.278, -2.611, -0.059)
H (-1.126, -1.621, 1.346)
H (0.067, 2.700, -0.745)
H (-0.369, 1.572, -1.878)
H (2.278, 2.429, -1.125)
H (1.903, 1.322, -2.355)
H (2.295, 0.728, -0.745)
O (1.931, -1.130, 1.912)
H (2.351, -0.633, 2.580)
H (1.015, -0.894, 2.125)
O (-3.203, -0.756, -1.244)
H (-3.276, -1.620, -0.836)
H (-2.859, -0.224, -0.511)

=====

## b
Here is a structure of composition C6H16O2 from the Open Molecules 2025 dataset. Energies are from ωB97M-V/def2-TZVPD.

Values from the calculation:
Molecular weight ... 120.19 g mol⁻¹
Frontier orbital gap ... 6.0 eV
Total charge ... 0
E_HOMO ... -7.58 eV

Positions of all 24 atoms, in Å:
C (1.980, 1.370, 0.574)
C (0.708, 1.288, 1.538)
C (-0.289, 0.265, 0.819)
C (-1.368, 0.995, -0.079)
C (-2.030, 0.132, -1.058)
C (-0.927, -0.741, 1.875)
H (2.442, 2.298, 0.798)
H (1.684, 1.247, -0.440)
H (2.695, 0.514, 0.766)
H (0.987, 0.855, 2.533)
H (0.246, 2.238, 1.728)
H (-1.474, 2.027, 0.153)
H (-3.111, 0.446, -1.374)
H (-1.048, 0.747, -1.313)
H (-1.756, -0.927, -1.150)
H (-1.232, -1.707, 1.428)
H (-1.761, -0.286, 2.440)
H (-0.126, -0.925, 2.591)
H (0.807, -1.494, -1.425)
H (0.369, -3.093, -1.308)
O (0.358, -2.265, -0.845)
H (1.423, -0.703, -3.005)
H (0.380, -0.416, 0.258)
O (1.021, -0.320, -2.242)

=====

## c
Here is a cluster of 2 separate species, C6H16O2 in total from the Open Molecules 2025 dataset. Energies are from ωB97M-V/def2-TZVPD.

Values from the calculation:
Molecular weight ... 120.19 g mol⁻¹
Frontier orbital gap ... 11.0 eV
SMILES string ... CCCO.CCCO
Total charge ... 0
E_HOMO ... -10.16 eV

Positions of all 24 atoms, in Å:
C (-1.772, -2.629, -3.705)
C (-1.653, -1.587, -2.580)
C (-0.211, -1.089, -2.337)
O (0.324, -0.346, -3.365)
H (-2.774, -3.080, -3.798)
H (-1.033, -3.438, -3.578)
H (-1.542, -2.086, -4.637)
H (-2.311, -0.729, -2.818)
H (-1.891, -1.919, -1.552)
H (-0.101, -0.504, -1.403)
H (0.402, -2.005, -2.234)
H (0.962, -0.891, -3.872)
C (0.723, 1.018, 1.819)
C (0.353, 2.193, 2.777)
C (1.365, 2.337, 3.975)
O (1.487, 1.065, 4.668)
H (0.498, 0.114, 2.409)
H (1.790, 1.000, 1.540)
H (0.119, 0.996, 0.896)
H (0.291, 3.148, 2.221)
H (-0.622, 2.029, 3.275)
H (2.357, 2.585, 3.551)
H (1.058, 3.177, 4.628)
H (2.180, 0.640, 4.121)

=====

Relative energies, kJ/mol: a 12.7; b 429.2; c 0.0.

=====

## a
Here is a cluster of 2 separate species, C6H16O2 in total from the Open Molecules 2025 dataset. Energies are from ωB97M-V/def2-TZVPD.

Values from the calculation:
Molecular weight ... 120.19 g mol⁻¹
Frontier orbital gap ... 10.6 eV
SMILES string ... CCCCCCO.O
Total charge ... 0
E_HOMO ... -9.86 eV

Positions of all 24 atoms, in Å:
C (1.538, -0.200, -1.204)
C (1.953, 1.066, -0.375)
C (1.731, 0.809, 1.111)
C (0.261, 1.281, 1.386)
C (-0.920, 0.270, 1.248)
C (-1.545, 0.286, -0.181)
O (-2.857, 0.756, -0.139)
H (0.763, -0.826, -0.638)
H (1.326, -0.057, -2.288)
H (2.413, -1.000, -1.299)
H (1.452, 1.952, -0.911)
H (3.153, 1.108, -0.592)
H (1.857, -0.280, 1.336)
H (2.470, 1.452, 1.775)
H (0.494, 1.571, 2.464)
H (-0.009, 2.270, 0.874)
H (-0.414, -0.729, 1.301)
H (-1.771, 0.289, 2.002)
H (-1.775, -0.787, -0.602)
H (-0.983, 0.956, -0.712)
H (-2.951, 1.416, 0.623)
O (-0.205, -3.377, -1.329)
H (0.528, -3.141, -1.939)
H (-0.163, -4.297, -1.565)

=====

## b
Here is a cluster of 3 separate species, C6H16O2 in total from the Open Molecules 2025 dataset. Energies are from ωB97M-V/def2-TZVPD.

Values from the calculation:
Molecular weight ... 120.19 g mol⁻¹
Frontier orbital gap ... 10.4 eV
SMILES string ... C=C(CC)CC.O.O
Total charge ... 0
E_HOMO ... -9.83 eV

Positions of all 24 atoms, in Å:
C (-0.877, 1.040, 0.188)
C (-0.317, -0.095, -0.226)
C (0.178, -1.159, 0.675)
C (0.505, -0.762, 2.103)
C (-0.047, -0.280, -1.725)
C (0.580, 0.939, -2.410)
H (-1.121, 1.396, 1.170)
H (-1.186, 1.789, -0.549)
H (1.065, -1.700, 0.312)
H (-0.559, -1.966, 0.785)
H (1.256, 0.011, 2.194)
H (0.753, -1.668, 2.639)
H (-0.363, -0.360, 2.659)
H (-1.021, -0.397, -2.197)
H (0.485, -1.185, -1.998)
H (0.012, 1.851, -2.277)
H (0.531, 0.827, -3.494)
H (1.653, 1.065, -2.225)
O (2.640, 2.027, 1.652)
H (2.148, 1.573, 0.948)
H (2.060, 1.669, 2.324)
O (-2.811, -1.774, -0.606)
H (-1.951, -2.039, -0.357)
H (-2.915, -0.823, -0.466)

=====

Relative energies, kJ/mol: a 137.1; b 0.0.